# 1
C28H41N2NiO7Sb2 | the ωB97M-V functional and the def2-TZVPD basis

Summary:
**LUMO level (spin up / spin down)**: -2.02 / -3.31 eV
**Molecular weight**: 819.86 g/mol
**Net charge**: +1
**Gap between HOMO and LUMO (spin up / spin down)**: 7.52 / 6.38 eV
**Max |F|**: 2.1 eV/Å
**ΔE to the lowest compared entry with this formula, charge and spin**: 1.539 eV
**Spin multiplicity**: 3
**Highest occupied orbital energy (spin up / spin down)**: -9.53 / -9.69 eV
**Calculated total energy**: -3716.3078 hartree

Cartesian coordinates (Å):
Ni1 0.775 -0.325 0.414
C1 3.686 1.257 4.755
N1 3.392 0.267 3.740
C2 4.109 -0.987 3.873
C3 2.504 0.422 2.758
O1 2.163 -0.514 2.029
C4 1.885 1.814 2.585
O2 1.094 1.894 1.415
C5 1.603 2.694 0.365
C6 2.322 1.848 -0.696
O3 2.411 0.622 -0.570
N2 2.855 2.510 -1.722
C7 3.536 1.786 -2.775
C8 2.666 3.931 -1.926
H1 3.945 0.733 5.675
H2 2.820 1.884 4.953
H3 4.530 1.890 4.467
H4 3.758 -1.539 4.746
H5 5.174 -0.781 3.983
H6 3.951 -1.592 2.983
H7 2.668 2.577 2.593
H8 1.211 2.001 3.431
H9 2.280 3.460 0.763
H10 0.737 3.175 -0.105
H11 3.528 0.728 -2.533
H12 4.566 2.131 -2.862
H13 3.019 1.937 -3.723
H14 1.604 4.181 -1.953
H15 3.113 4.208 -2.879
H16 3.145 4.512 -1.136
C9 -1.046 -3.605 3.877
Sb1 -0.222 -2.194 2.457
C10 -0.659 -0.425 3.627
C11 -2.187 -1.993 1.488
C12 -2.859 -3.265 1.192
C13 -4.011 -3.596 1.901
C14 -4.792 -4.674 1.541
C15 -4.441 -5.423 0.423
C16 -3.267 -5.151 -0.250
C17 -2.407 -4.128 0.168
C18 -1.041 -4.070 -0.351
Sb2 -0.194 -2.141 -1.328
C19 0.897 -3.071 -2.948
C20 -1.964 -1.822 -2.522
H17 -1.988 -3.225 4.250
H18 -0.368 -3.757 4.706
H19 -1.222 -4.559 3.389
H20 -1.617 -0.547 4.127
H21 -0.711 0.410 2.932
H22 0.113 -0.231 4.367
H23 -2.016 -1.402 0.584
H24 -2.789 -1.402 2.179
H25 -4.307 -2.978 2.738
H26 -5.681 -4.913 2.106
H27 -5.076 -6.236 0.102
H28 -2.979 -5.769 -1.089
H29 -0.870 -4.805 -1.131
H30 -0.313 -4.213 0.450
H31 0.166 -3.532 -3.606
H32 1.588 -3.823 -2.580
H33 1.441 -2.296 -3.480
H34 -2.344 -2.794 -2.824
H35 -1.700 -1.237 -3.398
H36 -2.728 -1.295 -1.959
O4 0.380 0.001 -2.452
C21 -0.299 0.855 -1.840
O5 -0.600 0.771 -0.620
C22 -0.779 2.038 -2.600
C23 -0.522 2.082 -3.963
C24 -0.945 3.146 -4.746
C25 -1.611 4.163 -4.102
O6 -2.125 5.305 -4.624
C26 -2.704 6.011 -3.545
O7 -2.508 5.272 -2.355
C27 -1.853 4.132 -2.721
C28 -1.463 3.073 -1.945
H37 0.017 1.256 -4.400
H38 -0.768 3.173 -5.807
H39 -3.782 6.150 -3.723
H40 -2.221 6.995 -3.453
H41 -1.678 3.021 -0.891

***

# 2
C28H42BBeClFN3O15PS | the ωB97M-V functional and the def2-TZVPD basis

Summary:
**LUMO level**: 0.53 eV
**Molecular weight**: 797.97 g/mol
**Net charge**: -1
**Gap between HOMO and LUMO**: 3.88 eV
**Max |F|**: 5.1 eV/Å
**Highest occupied orbital energy**: -3.35 eV
**Calculated total energy**: -3724.1813 hartree

Cartesian coordinates (Å):
C1 1.682 2.987 0.677
C2 1.165 2.473 2.018
P1 -0.112 1.197 1.888
C3 0.130 0.620 0.200
C4 -1.710 1.675 2.127
C5 -1.444 2.435 3.466
O1 -1.951 3.441 3.877
O2 -0.473 1.820 4.073
C6 -2.139 2.633 0.945
O3 -1.798 3.721 0.659
O4 -3.005 1.894 0.199
C7 -3.815 1.222 1.194
B1 -4.579 2.522 1.881
O5 -4.707 2.710 3.200
O6 -5.135 3.305 0.928
C8 -5.206 4.703 1.159
C9 -4.938 0.496 0.544
C10 -5.023 0.350 -0.814
C11 -6.078 -0.277 -1.413
N1 -7.076 -0.817 -0.719
C12 -6.983 -0.659 0.595
C13 -5.975 -0.031 1.275
C14 -2.767 0.481 2.019
C15 -2.279 -0.936 1.529
C16 -2.544 -1.481 0.123
O7 -2.176 -0.577 -0.893
C17 -2.206 -1.053 -2.148
O8 -1.598 -0.500 -2.992
C18 -3.090 0.064 3.417
O9 -4.205 -0.060 3.853
O10 -1.958 -0.340 4.012
H1 0.941 3.015 -0.093
H2 2.525 2.391 0.346
H3 2.039 3.993 0.818
H4 1.984 2.003 2.543
H5 0.865 3.307 2.629
H6 -0.170 -0.398 0.222
H7 -0.433 1.210 -0.497
H8 1.168 0.582 -0.083
H9 -4.411 3.592 3.481
H10 -5.583 4.951 2.137
H11 -5.930 5.100 0.455
H12 -4.266 5.188 0.967
H13 -4.254 0.774 -1.425
H14 -6.093 -0.333 -2.484
H15 -7.787 -1.068 1.181
H16 -5.991 0.068 2.341
H17 -1.206 -1.054 1.665
H18 -2.706 -1.675 2.185
H19 -3.571 -1.800 0.008
H20 -1.959 -2.391 0.033
H21 -2.750 -1.988 -2.270
C19 0.457 6.751 -1.912
C20 1.307 5.587 -2.390
O11 0.845 4.357 -1.850
H22 0.467 6.806 -0.824
H23 0.822 7.697 -2.317
H24 -0.582 6.620 -2.217
H25 2.341 5.708 -2.067
H26 1.294 5.528 -3.486
H27 -0.067 4.232 -2.134
C21 4.909 -3.405 -4.130
C22 3.799 -3.255 -3.100
N2 4.070 -2.151 -2.172
C23 3.358 -0.985 -2.088
C24 3.908 -0.265 -1.076
N3 4.953 -1.010 -0.571
C25 5.031 -2.148 -1.259
C26 5.828 -0.636 0.532
H28 5.877 -3.583 -3.653
H29 4.695 -4.246 -4.784
H30 4.999 -2.503 -4.737
H31 3.699 -4.161 -2.507
H32 2.837 -3.075 -3.590
H33 2.522 -0.812 -2.758
H34 3.677 0.692 -0.643
H35 5.747 -2.936 -1.096
H36 6.855 -0.582 0.180
H37 5.752 -1.378 1.323
H38 5.525 0.332 0.915
Be1 -0.551 -0.521 3.413
C27 3.207 -7.182 0.382
C28 4.382 -7.998 0.876
O12 5.364 -7.872 -0.169
S1 5.237 -6.439 -0.846
O13 6.198 -5.561 -0.274
O14 5.129 -6.608 -2.246
O15 3.812 -6.050 -0.261
H39 2.622 -7.725 -0.361
H40 2.554 -6.857 1.185
H41 4.132 -9.041 1.037
H42 4.803 -7.580 1.791
F1 -2.714 4.804 2.374
Cl1 0.478 -2.038 -3.527

***

Q: Among the records above, which one has the highest max |F|?
A: C28H42BBeClFN3O15PS